<1>
ORCA calculation (wB97M-V/def2-TZVPD) on a 2-piece molecular cluster, C2H4OS2 overall.

Each line ends with the Löwdin charge.
CARTESIAN COORDINATES (ANGSTROEM)
1 H -1.9460 0.7016 -0.4915  0.082
2 O 1.7594 -0.3500 -0.6601  -1.232
3 C -1.1299 0.0212 -0.2719  -0.094
4 H -0.1857 0.3100 -0.7539  0.028
5 C -1.1891 -1.0229 0.4493  0.088
6 H -1.4789 -1.8142 1.0819  0.028
7 S 2.1930 1.1115 0.1833  0.697
8 S 1.6635 -1.8061 0.0548  0.552
9 H 3.5171 0.9270 0.0918  -0.148

Summary:
HOMO level: -8.184 eV
LUMO level: -1.345 eV


<2>
ORCA calculation (wB97M-V/def2-TZVPD) on an isolated molecule of C2H4OS2.

Each line ends with the Löwdin charge.
CARTESIAN COORDINATES (ANGSTROEM)
1 S 0.7787 1.5714 -0.5246  0.770
2 H -0.7751 0.0449 -1.6223  0.116
3 C -0.3972 -0.6906 0.4283  -0.944
4 H 0.4684 -0.7881 -1.2871  0.098
5 O 0.2974 -0.2678 1.4648  -0.072
6 C -0.0174 0.0332 -0.7700  -0.645
7 S -1.3298 -2.1057 0.5732  0.633
8 H -0.1175 1.9692 0.5568  -0.007
9 H 1.0926 0.2334 1.1810  0.052

Summary:
HOMO level: -8.740 eV
SMILES: OC(=S)CS
LUMO level: 0.082 eV


<3>
ORCA calculation (wB97M-V/def2-TZVPD) on an isolated molecule of C2H4OS2.

Each line ends with the Löwdin charge.
CARTESIAN COORDINATES (ANGSTROEM)
1 H 0.0804 1.6160 0.6331  0.149
2 H 1.0075 -1.3011 1.1638  -0.019
3 C -1.3176 0.0220 -0.1728  -0.660
4 S -1.6321 -1.1983 0.8631  0.700
5 C 0.0137 0.6858 -0.1878  -0.422
6 H 0.1879 1.1172 -1.0989  0.032
7 H -2.0140 0.4060 -0.8252  0.021
8 S 1.6087 -0.2460 0.3739  0.831
9 O 2.0655 -1.1018 -0.7492  -0.632

Summary:
HOMO level: -9.087 eV
LUMO level: -0.961 eV


<4>
ORCA calculation (wB97M-V/def2-TZVPD) on an isolated molecule of C2H4OS2.

Each line ends with the Löwdin charge.
CARTESIAN COORDINATES (ANGSTROEM)
1 S -1.0150 0.3425 0.6705  0.812
2 C 0.1999 -0.6378 1.5591  -0.385
3 H 1.1665 -0.6598 1.1173  0.033
4 O -0.1708 1.2334 -3.3070  -0.595
5 H -0.0470 -1.6574 1.7502  0.037
6 C -0.3089 0.5346 -0.8581  -0.829
7 H 0.4535 -0.1965 2.4456  0.001
8 H 0.8363 0.0766 -1.1179  0.132
9 S -1.1145 0.9644 -2.2598  0.794

Summary:
HOMO level (alpha / beta): -8.186 / -8.187 eV
LUMO level (alpha / beta): -0.159 / -0.159 eV


Which of them is least stable? Easy: <1>.


<1>
ORCA calculation (wB97M-V/def2-TZVPD) on an isolated molecule of C2H4OS2.

Each line ends with the Löwdin charge.
CARTESIAN COORDINATES (ANGSTROEM)
1 H -1.9291 -0.1319 -1.5377  -0.091
2 S 2.2242 0.0488 -0.2585  0.842
3 H -0.1493 -1.2310 0.0147  0.084
4 H -0.7095 -0.3305 1.3768  0.048
5 O 0.4956 1.9700 -0.0074  -0.008
6 C 0.6207 0.7688 0.0766  -0.844
7 S -1.9404 0.2685 -0.2235  0.798
8 H 1.8529 -1.1449 0.1767  -0.149
9 C -0.4652 -0.2178 0.3824  -0.680

Summary:
HOMO level: -9.420 eV
SMILES: O=C(S)CS
LUMO level: 0.495 eV


<2>
ORCA calculation (wB97M-V/def2-TZVPD) on an isolated molecule of C2H4OS2.

Each line ends with the Löwdin charge.
CARTESIAN COORDINATES (ANGSTROEM)
1 O 3.4129 0.9232 -0.4069  -0.043
2 S 1.3101 -0.0687 0.7572  0.669
3 H -2.0406 -1.3158 1.0496  0.060
4 H 1.7298 0.4075 -1.5736  0.060
5 H -1.5502 0.5927 1.0995  0.063
6 H -2.7088 -0.2441 -0.0514  -0.041
7 C -1.8562 -0.3491 0.4763  -0.526
8 S -0.5739 -0.4960 -0.7956  0.536
9 C 2.2769 0.5504 -0.5550  -0.778

Summary:
HOMO level: -9.370 eV
SMILES: CSSC=O
LUMO level: -1.571 eV


<3>
ORCA calculation (wB97M-V/def2-TZVPD) on a 2-piece molecular cluster, C2H4OS2 overall.

Each line ends with the Löwdin charge.
CARTESIAN COORDINATES (ANGSTROEM)
1 S 1.9531 0.0002 -0.8381  0.327
2 C -0.8613 0.8702 -0.6211  -0.434
3 C -0.6345 -1.2025 1.7847  -0.137
4 S 0.5965 0.6843 0.4785  0.302
5 H 1.7733 -1.2663 -0.2917  -0.166
6 H -1.1310 -0.1910 -0.7427  0.027
7 H -0.3480 1.3193 -1.4824  0.002
8 O 0.1297 -1.9564 2.0450  0.031
9 H -1.4778 1.7422 -0.3323  0.049

Summary:
HOMO level: -8.820 eV
LUMO level: 0.577 eV


Which of them is least stable? Easy: <2>.


<1>
ORCA calculation (wB97M-V/def2-TZVPD) on a 7-piece molecular cluster, H14O6S overall.

Each line ends with the Löwdin charge.
CARTESIAN COORDINATES (ANGSTROEM)
1 O -4.1126 0.1995 2.8614  -0.075
2 H -5.4961 0.5150 -0.1687  0.041
3 O -1.4331 -0.8337 -1.3675  -0.111
4 H -1.0917 1.1644 0.4442  0.020
5 S 6.3679 -1.4475 -1.2623  0.417
6 H 7.0781 -0.2569 -1.2202  -0.194
7 O 2.6093 1.3396 0.5735  -0.080
8 O -4.7901 -0.1028 -0.0624  0.001
9 H -3.7492 -0.6068 3.2488  0.035
10 H 3.1225 2.1788 0.7170  0.061
11 H 2.2223 -1.9959 0.1681  0.097
12 H -3.7592 0.0697 1.9672  0.001
13 H 5.6053 -1.1402 -2.3521  -0.217
14 H -1.2344 0.1517 -1.5711  0.072
15 O 1.7895 -2.0109 -0.7598  -0.072
16 H -0.5275 -1.2373 -1.4474  0.033
17 H -4.1759 0.1227 -0.6963  -0.013
18 O -1.0495 2.1332 0.4623  -0.059
19 H 2.5303 -2.2203 -1.2927  -0.003
20 H -1.6088 2.3233 1.2252  0.042
21 H 1.7028 1.6543 0.5327  0.005

Summary:
HOMO level: -9.969 eV
SMILES: O.O.O.O.O.O.S
LUMO level: 0.346 eV


<2>
ORCA calculation (wB97M-V/def2-TZVPD) on a 7-piece molecular cluster, H14O6S overall.

Each line ends with the Löwdin charge.
CARTESIAN COORDINATES (ANGSTROEM)
1 H -1.9592 0.1803 6.3897  0.048
2 O -1.2949 1.3192 -0.9288  -0.057
3 O 1.8123 0.4167 -1.7248  -0.076
4 H 2.7412 0.5658 -1.9485  0.050
5 H -1.5192 0.8388 -1.7307  0.026
6 O -1.1726 0.6647 6.0536  -0.078
7 H 1.7121 1.0457 -0.9999  0.012
8 H 0.0799 -0.7658 1.8621  -0.208
9 H 1.4974 -1.3895 0.9352  -0.196
10 H 0.6113 -1.8972 -1.7763  0.002
11 H 0.0989 -3.0260 -2.7279  0.061
12 H 0.1417 1.1313 -3.3682  -0.014
13 S 1.2659 -0.2390 1.5937  0.551
14 O -0.0505 -2.1093 -2.4256  -0.052
15 H -1.2288 1.5793 6.3604  0.030
16 O -0.2341 1.7900 -3.9519  -0.069
17 H -1.6502 -1.9360 -0.5300  0.035
18 H 0.4561 1.7830 -4.6432  0.048
19 O -1.3972 -1.4709 0.2820  -0.089
20 H -0.5479 -1.1784 -0.0296  -0.068
21 H -1.5984 2.1957 -1.1853  0.042

Summary:
HOMO level: -9.586 eV
SMILES: O.O.O.O.O.O.S
LUMO level: 0.317 eV


Which of them is least stable? Easy: <1>.


<1>
ORCA calculation (wB97M-V/def2-TZVPD) on a 2-piece molecular cluster, CH5N4OS overall.

Each line ends with the Löwdin charge.
CARTESIAN COORDINATES (ANGSTROEM)
1 C -0.6054 0.3959 -0.0353  -0.400
2 N -0.5695 -0.0663 -1.3033  -0.766
3 H -1.5485 0.2995 0.4761  0.077
4 H 0.8201 0.6684 1.2755  0.041
5 H -0.7809 -1.6468 1.6148  0.029
6 H 0.3474 -0.2177 -2.9492  0.002
7 N 0.1044 -1.5426 1.0676  -0.078
8 H 1.0849 1.3046 -0.2386  0.052
9 S -1.8807 -0.9714 -1.8385  0.323
10 O 0.9679 -0.9065 1.7816  -0.310
11 N 0.3734 1.2039 0.4856  0.035
12 N 0.4462 0.2271 -2.0382  -0.005

Summary:
Charge: -1
HOMO level (alpha / beta): -3.088 / -3.182 eV
LUMO level (alpha / beta): 3.866 / 3.548 eV


<2>
ORCA calculation (wB97M-V/def2-TZVPD) on a 2-piece molecular cluster, CH5N4OS overall.

Each line ends with the Löwdin charge.
CARTESIAN COORDINATES (ANGSTROEM)
1 H 0.2855 2.0471 -0.4840  0.021
2 N -1.3918 -0.1733 0.1779  -0.732
3 N 0.5061 1.5927 0.4934  -0.140
4 C -0.2783 -0.2663 -0.6856  -0.524
5 N -1.1720 -0.6526 1.4005  0.036
6 O 1.7637 1.0606 0.5294  -0.229
7 H 1.6626 0.1890 0.2327  -0.048
8 H -0.5013 0.3781 -1.6108  0.090
9 H 0.5686 -1.4607 0.3461  0.036
10 N 0.6704 -1.0590 -0.5932  0.030
11 S -2.6951 0.7187 -0.3333  0.425
12 H -2.0347 -0.5039 1.9753  0.035

Summary:
Charge: -1
HOMO level (alpha / beta): -2.966 / -2.969 eV
LUMO level (alpha / beta): 3.176 / 3.171 eV


Which of them is least stable? Easy: <2>.


<1>
ORCA calculation (wB97M-V/def2-TZVPD) on an isolated molecule of CHF4NO.

Each line ends with the Löwdin charge.
CARTESIAN COORDINATES (ANGSTROEM)
1 F -1.6522 0.5856 -1.2920  0.069
2 O -0.1184 -0.8061 -0.4953  0.050
3 N 0.7035 -1.2268 0.8520  0.088
4 F 0.3821 1.1931 -1.3041  0.140
5 C -0.4651 0.4642 -0.6158  -0.574
6 H -0.8069 0.8105 0.3655  0.159
7 F 1.7507 -0.4482 0.5619  0.035
8 F 0.2063 -0.5722 1.9279  0.033

Summary:
HOMO level: -12.692 eV
SMILES: FC(F)ON(F)F
LUMO level: -0.420 eV


<2>
ORCA calculation (wB97M-V/def2-TZVPD) on a 2-piece molecular cluster, CHF4NO overall.

Each line ends with the Löwdin charge.
CARTESIAN COORDINATES (ANGSTROEM)
1 H 0.8672 -0.9145 0.1594  0.184
2 F 1.9155 0.3522 -1.1696  0.064
3 N -1.9599 -0.0468 0.4597  0.070
4 F -1.5874 -1.1879 -0.0042  0.020
5 C 1.2166 0.1602 0.0120  -0.557
6 F 2.0939 0.2191 1.0602  0.062
7 F -2.7372 0.4808 -0.5206  -0.007
8 O 0.1913 0.9369 0.0030  0.165

Summary:
HOMO level (alpha / beta): -12.963 / -11.291 eV
LUMO level (alpha / beta): -1.117 / -3.364 eV


Which of them is least stable? Easy: <2>.


<1>
ORCA calculation (wB97M-V/def2-TZVPD) on CH4O2 as an isolated structure.

Each line ends with the Löwdin charge.
CARTESIAN COORDINATES (ANGSTROEM)
1 O -0.3073 0.4907 0.5350  -0.132
2 H -0.2188 -0.0835 -1.4381  0.088
3 H 1.3149 -0.2166 -0.5116  0.087
4 C 0.3879 0.3528 -0.6358  -0.174
5 O -0.7455 -1.0906 1.0388  -0.031
6 H 0.6397 1.3858 -0.9019  0.104
7 H -1.0710 -0.8387 1.9137  0.059

Summary:
HOMO level: -10.408 eV
LUMO level: -0.351 eV


<2>
ORCA calculation (wB97M-V/def2-TZVPD) on a 2-piece molecular cluster, CH4O2 overall.

Each line ends with the Löwdin charge.
CARTESIAN COORDINATES (ANGSTROEM)
1 H 0.7930 -0.6710 2.0447  0.094
2 C 0.0734 -0.3350 1.2386  -0.156
3 H -0.9698 -0.5148 1.2450  0.066
4 H -0.9297 -0.5081 -2.6662  0.019
5 O -0.2595 -0.4060 -1.9986  -0.086
6 O 0.5287 0.4483 0.4885  -0.008
7 H 0.3997 0.3167 -2.2133  0.071

Summary:
HOMO level: -9.790 eV
SMILES: C=O.O
LUMO level: 1.001 eV


Which of them is least stable? Easy: <1>.


<1>
ORCA calculation (wB97M-V/def2-TZVPD) on a 3-piece molecular cluster, C5H13NO3 overall.

Each line ends with the Löwdin charge.
CARTESIAN COORDINATES (ANGSTROEM)
1 H 1.1497 -1.9805 0.6197  0.085
2 H -0.6928 -2.4021 -1.6310  0.137
3 H 1.0158 0.1756 -2.3932  0.067
4 O -1.4942 -1.2784 0.2140  0.024
5 H -2.2210 1.9595 2.7299  0.070
6 H 0.8106 1.7107 -1.5180  0.083
7 N 0.7780 0.7448 0.8044  0.167
8 H -2.5820 1.5255 1.0342  0.072
9 O -1.1378 0.3863 2.0315  -0.239
10 H -1.0711 2.3631 1.4405  0.058
11 C 1.3174 0.7481 -1.5151  -0.057
12 H 1.0339 0.3133 1.6890  0.084
13 H 2.7073 -1.2119 0.2655  0.089
14 C -1.0512 -0.7281 -0.8299  -0.356
15 C 0.9868 -0.0174 -0.2461  -0.508
16 H 1.7479 -1.8776 -1.0527  0.073
17 H 2.3931 0.9227 -1.5784  0.088
18 C 1.6868 -1.3581 -0.0968  -0.048
19 H -1.3928 0.2661 -1.1355  0.169
20 O -0.7860 -1.4785 -1.9132  0.089
21 C -1.7867 1.6114 1.7872  -0.200
22 H -1.4116 -0.3947 1.2942  0.053

Summary:
HOMO level: -8.678 eV
SMILES: CC(C)=N.O=CO.CO
LUMO level: -0.446 eV


<2>
ORCA calculation (wB97M-V/def2-TZVPD) on a 2-piece molecular cluster, C5H13NO3 overall.

Each line ends with the Löwdin charge.
CARTESIAN COORDINATES (ANGSTROEM)
1 H 2.0564 -1.2490 -0.5464  0.076
2 H 1.1456 0.1272 1.1931  0.069
3 H -2.0900 -1.6342 -0.5297  0.085
4 C -1.4401 -1.5953 0.3448  -0.012
5 H 0.9568 -2.3907 -1.3534  0.080
6 N 0.2430 -0.3921 -1.0500  -0.068
7 C 1.3058 -1.3467 -1.3180  -0.098
8 H 1.7645 -1.0986 -2.2728  0.079
9 C 1.4425 2.3171 -0.0259  -0.113
10 H -0.4159 -0.3126 -1.8123  0.122
11 C -0.4258 -0.4579 0.2213  -0.587
12 H 1.2616 3.4018 -0.0189  0.095
13 H -2.0453 -1.4419 1.2341  0.088
14 H -0.9366 1.8078 -0.2265  0.090
15 O 0.4713 -0.5876 1.2667  -0.016
16 H 1.3127 1.8202 -1.0006  0.082
17 O -1.2912 1.3578 1.7656  -0.059
18 O 1.8547 1.7327 0.9476  -0.002
19 H -2.2843 0.7563 0.0826  0.106
20 H -0.7229 0.7429 2.2536  0.083
21 H -0.8977 -2.5394 0.4280  0.084
22 C -1.2649 0.9822 0.4171  -0.182

Summary:
HOMO level: -8.836 eV
SMILES: CN[C@@](C)(O)CO.C=O
LUMO level: 0.563 eV


Which of them is least stable? Easy: <1>.


<1>
ORCA calculation (wB97M-V/def2-TZVPD) on an isolated molecule of C5H9BrO.

Each line ends with the Löwdin charge.
CARTESIAN COORDINATES (ANGSTROEM)
1 Br 2.9253 0.1635 0.2108  0.914
2 H -0.7725 -0.6107 2.0268  0.091
3 H -0.8011 -0.7826 -1.7728  0.062
4 H -1.4534 1.7037 0.3545  0.112
5 H -1.1036 1.1946 -1.3379  0.136
6 C 1.3438 0.2661 -0.6376  -0.465
7 O 0.4361 2.2239 -0.2052  -0.155
8 H 0.8533 0.2979 2.0329  0.100
9 H -1.7611 -1.2564 -0.4616  0.075
10 C 0.1724 -0.4824 1.4500  -0.125
11 C -0.7799 -1.0744 -0.7610  -0.040
12 H 1.0908 0.3630 -1.7327  0.119
13 H -0.2084 -1.9042 -0.5488  0.057
14 H 0.7328 -1.4938 1.5795  0.104
15 C -0.6308 1.3706 -0.2606  -0.367
16 C -0.0436 0.0210 0.0636  -0.617

Summary:
HOMO level (alpha / beta): -8.780 / -8.834 eV
LUMO level (alpha / beta): -0.956 / -0.945 eV


<2>
ORCA calculation (wB97M-V/def2-TZVPD) on a 2-piece molecular cluster, C5H9BrO overall.

Each line ends with the Löwdin charge.
CARTESIAN COORDINATES (ANGSTROEM)
1 H -1.5087 0.6117 -1.8919  0.091
2 H 0.7929 0.5475 -1.8412  0.106
3 H 0.7031 0.1756 1.5007  0.021
4 Br -3.2267 0.1194 0.0762  0.694
5 C -0.1609 0.7005 1.3045  -0.098
6 C -1.6183 0.5749 -0.7567  -0.624
7 H 0.6333 2.4263 -1.2334  0.117
8 H 1.7945 -2.0807 -0.1884  0.114
9 H -1.0130 0.2422 1.9429  0.084
10 C -0.4509 0.8645 -0.1724  -0.510
11 H 0.9396 -3.3962 1.1568  0.121
12 O -0.2609 -2.4097 -0.3682  -0.022
13 C 0.7693 1.2923 -0.9427  -0.094
14 H 0.0817 1.7899 1.6335  0.117
15 C 0.7639 -2.6314 0.2018  -0.194
16 H 1.7612 1.1732 -0.4217  0.079

Summary:
HOMO level: -8.666 eV
SMILES: CC(C)=CBr.C=O
LUMO level: 0.712 eV


Which of them is least stable? Easy: <1>.